(1)
Formula: C2H3LiO2Pr
Source: OMol25
Level of theory: wB97M-V/def2-TZVPD

F_max   0.12316 Eh/bohr
2S+1   4
Total charge   +2
ΔE to the lowest compared entry with this formula, charge and spin   55.3 kcal per mole
DFT total energy   -752.25824 a.u.
Gap between HOMO and LUMO (alpha / beta)   0.2242 / 0.2260 hartree

Geometry (Å):
H 2.022 -0.907 -1.751
O 2.812 -1.519 -0.530
C 1.765 -1.087 0.062
C 0.840 -0.702 -0.998
O -0.057 0.326 -0.823
Pr -1.521 1.392 -2.509
Li -0.407 0.544 0.939
H 1.994 -0.330 0.840
H 0.446 -1.580 -1.539

These are the Löwdin partial charges, in e, on atoms 1 to 5: atom 1 (H): 0.2655, atom 2 (O): 0.0015, atom 3 (C): -0.1643, atom 4 (C): -0.3941, atom 5 (O): -0.5703

=====

(2)
Formula: C30H26N7O2OsS
Source: OMol25
Level of theory: wB97M-V/def2-TZVPD

F_max   0.03763 Eh/bohr
Total charge   +3
DFT total energy   -2180.44962 a.u.
Gap between HOMO and LUMO (alpha / beta)   0.2001 / 0.2000 hartree

Geometry (Å):
Os -0.100 -1.031 -0.362
N 0.281 1.992 2.728
C 0.013 1.201 1.707
S 0.158 -0.494 1.904
N -0.372 1.721 0.504
N -0.632 0.833 -0.493
C -0.508 1.382 -1.889
C -0.591 0.249 -2.896
C -0.737 0.524 -4.240
C -0.853 -0.536 -5.127
C -0.831 -1.833 -4.635
C -0.662 -2.031 -3.280
N -0.536 -1.005 -2.422
H 0.532 1.565 3.609
H -0.009 2.963 2.753
H -1.340 2.061 -2.116
H -0.760 1.551 -4.582
H -0.975 -0.348 -6.186
H -0.945 -2.682 -5.294
H -0.627 -3.026 -2.857
C 1.050 3.775 0.188
O 2.070 2.825 -0.206
C 1.714 1.936 -1.123
N 0.687 2.127 -1.824
C -0.404 3.196 0.267
C -1.302 3.957 1.237
C -1.225 5.350 1.227
C -2.064 6.103 2.031
C -2.995 5.478 2.849
C -3.097 4.095 2.842
C -2.262 3.336 2.035
C 2.626 0.746 -1.095
C 3.998 0.900 -1.263
C 4.819 -0.209 -1.181
C 4.260 -1.449 -0.906
C 2.892 -1.525 -0.743
N 2.074 -0.451 -0.848
C 2.221 -2.772 -0.403
N 0.947 -2.820 -0.325
C 0.548 -4.200 -0.004
C 1.904 -4.826 0.385
O 2.886 -3.863 -0.129
C -0.574 -4.196 0.995
C -1.536 -3.192 0.912
C -2.616 -3.132 1.773
C -2.769 -4.139 2.716
C -1.836 -5.163 2.796
C -0.742 -5.197 1.938
H 1.041 4.601 -0.521
H 1.396 4.145 1.150
H -0.849 3.343 -0.707
H -0.521 5.858 0.579
H -1.996 7.182 2.011
H -3.649 6.065 3.480
H -3.832 3.598 3.461
H -2.397 2.260 2.016
H 4.405 1.883 -1.456
H 5.889 -0.109 -1.312
H 4.868 -2.338 -0.815
H 0.176 -4.668 -0.924
H 2.095 -5.789 -0.076
H 2.049 -4.894 1.463
H -1.489 -2.450 0.074
H -3.349 -2.341 1.691
H -3.623 -4.128 3.380
H -1.958 -5.948 3.531
H -0.036 -6.015 2.010

These are the Löwdin partial charges, in e, on atoms 1 to 5: atom 1 (Os): 1.2698, atom 2 (N): 0.1939, atom 3 (C): -0.7062, atom 4 (S): 0.8051, atom 5 (N): -0.0547

=====

(3)
Formula: NO4S
Source: OMol25
Level of theory: wB97M-V/def2-TZVPD

F_max   0.12233 Eh/bohr
SMILES   O=S(=O)=[N+]([O-])[O-]
Total charge   -1
ΔE to the lowest compared entry with this formula, charge and spin   28.5 kcal per mole
DFT total energy   -753.85982 a.u.
Gap between HOMO and LUMO   0.3310 hartree

Geometry (Å):
N 0.849 0.063 0.102
O -1.169 -1.084 -0.881
O 1.581 -0.751 0.688
O 1.279 0.915 -0.659
O -1.614 1.175 0.361
S -0.925 -0.318 0.388

These are the Löwdin partial charges, in e, on atoms 1 to 5: atom 1 (N): -0.5511, atom 2 (O): -0.5425, atom 3 (O): -0.0815, atom 4 (O): -0.0090, atom 5 (O): -0.6103

=====

Look up the DFT total energy of the second one. -2180.44962 a.u.

=====

Which value of DFT total energy does entry 3 give? -753.85982 a.u.

=====

Among the records above, which one has the highest DFT total energy? C2H3LiO2Pr

=====

Which of these has the highest total charge? C30H26N7O2OsS